[1]
The following is a DFT calculation (the ωB97M-V functional and the def2-TZVPD basis) of a molecular structure, C32H34I2KN9O8S in a non-equilibrium geometry.

```
! RIJCOSX wB97M-V def2-TZVPD def2/J DEFGRID3
* xyz -2 1
K 0.24 -1.56 0.20
O -0.89 -4.24 0.65
C -0.36 -3.68 1.65
O 0.83 -3.29 1.73
C -1.28 -3.40 2.86
C -2.65 -2.89 2.40
C -3.67 -2.97 3.54
C -3.17 -1.82 4.46
C -1.99 -1.27 3.65
O -2.44 -1.47 2.29
C -0.79 -2.22 3.77
C 0.50 -1.51 3.32
O 1.51 -1.60 4.03
O 0.37 -0.67 2.34
H -1.38 -4.34 3.40
H -2.97 -3.31 1.45
H -3.67 -3.95 4.03
H -4.67 -2.77 3.17
H -2.85 -2.17 5.45
H -3.94 -1.06 4.60
H -1.77 -0.22 3.83
H -0.62 -2.52 4.80
C 5.06 0.89 -0.76
C 3.71 0.24 -0.87
N 2.89 -0.15 0.03
N 3.00 -0.04 1.39
C 3.56 0.84 2.29
N 3.37 0.42 3.55
S 4.31 2.32 1.95
C 3.22 -0.09 -2.26
C 3.02 0.93 -3.17
C 2.46 0.64 -4.40
C 2.15 -0.68 -4.69
C 2.44 -1.65 -3.73
N 2.97 -1.38 -2.54
H 5.61 0.49 0.09
H 4.98 1.96 -0.61
H 5.61 0.68 -1.69
H 2.26 -0.60 1.81
H 2.75 -0.38 3.76
H 3.53 1.12 4.25
H 3.24 1.96 -2.89
H 2.24 1.43 -5.10
H 1.68 -0.96 -5.62
H 2.23 -2.69 -3.93
N -2.57 1.56 0.61
H -2.43 1.29 -0.36
H -2.62 0.69 1.12
H -1.71 2.01 0.89
I 0.42 5.84 4.25
C 0.35 3.79 4.29
C 0.43 2.94 3.21
N 0.32 1.69 3.71
N 0.19 1.67 5.05
C 0.20 2.95 5.41
H 0.55 3.11 2.15
H 0.36 0.80 3.17
H 0.11 3.23 6.46
I -3.65 -6.00 -5.05
C -2.89 -4.29 -4.12
C -2.17 -4.42 -2.94
C -1.63 -3.28 -2.35
C -1.84 -2.02 -2.91
C -2.59 -1.92 -4.08
C -3.10 -3.05 -4.71
C -1.24 -0.76 -2.30
O -1.99 0.24 -2.23
O -0.04 -0.86 -1.94
H -2.02 -5.39 -2.48
H -1.07 -3.42 -1.42
H -2.76 -0.93 -4.50
H -3.67 -2.96 -5.62
N -1.45 4.50 -4.57
C -0.33 3.77 -4.28
O 0.39 3.31 -5.15
C -0.05 3.61 -2.81
C 0.17 2.36 -2.30
C 0.39 2.23 -0.93
N 0.39 3.27 -0.09
C 0.18 4.48 -0.61
C -0.06 4.71 -1.95
H -1.75 4.51 -5.53
H -2.14 4.65 -3.85
H 0.16 1.47 -2.92
H 0.55 1.23 -0.54
H 0.19 5.31 0.10
H -0.21 5.71 -2.32
*
```

Values from the calculation:
LUMO in eV: 3.3
Strongest force on any atom in eV/Å: 1.9
Orbital gap in eV: 6.84
Highest occupied orbital energy in eV: -3.542
Energy above the lowest of the compared OMol25 structures with the same formula, charge and spin in eV: 0.700

Mulliken population analysis, charges in e, atoms 1 to 2: 0.48, -0.80

[2]
The following is a DFT calculation (the ωB97M-V functional and the def2-TZVPD basis) of C3H5N5 in the gas phase in a non-equilibrium geometry.

```
! RIJCOSX wB97M-V def2-TZVPD def2/J DEFGRID3
* xyz 0 1
H 3.46 -0.72 0.30
N 2.53 -1.24 0.01
C 1.52 -0.51 -0.06
N 1.55 0.99 -0.09
C 0.40 1.60 -0.01
N -0.87 1.00 -0.09
C -0.85 -0.43 -0.12
N -2.04 -1.02 0.09
N 0.24 -1.16 -0.13
H 0.49 2.71 -0.04
H -1.72 1.35 0.59
H -1.96 -1.98 0.05
H -2.76 -0.60 -0.50
*
```

Values from the calculation:
LUMO in eV: 0.4
Strongest force on any atom in eV/Å: 4.1
Orbital gap in eV: 9.36
Highest occupied orbital energy in eV: -8.943
Energy above the lowest of the compared OMol25 structures with the same formula, charge and spin in eV: 1.188

Mulliken population analysis, charges in e, atoms 1 to 2: 0.29, -0.59

[3]
The following is a DFT calculation (the ωB97M-V functional and the def2-TZVPD basis) of C6H9B in the gas phase in a non-equilibrium geometry.

```
! RIJCOSX wB97M-V def2-TZVPD def2/J DEFGRID3
* xyz 0 1
C -1.26 -1.81 -2.27
B -0.50 -1.13 -1.09
C -1.09 0.07 -0.24
C -0.40 0.81 0.60
C -0.41 1.89 1.58
C 0.74 1.18 1.50
C 2.07 0.73 1.80
H -0.99 -2.83 -2.65
H -0.92 -1.33 -3.21
H -2.26 -1.71 -2.12
H 0.62 -1.30 -0.80
H -2.16 0.45 -0.27
H -0.76 2.86 1.85
H 2.23 -0.16 1.26
H 2.39 0.70 2.80
H 2.69 1.58 1.25
*
```

Values from the calculation:
LUMO in eV: 0.8
Strongest force on any atom in eV/Å: 4.4
Orbital gap in eV: 9.05
Highest occupied orbital energy in eV: -8.270
Energy above the lowest of the compared OMol25 structures with the same formula, charge and spin in eV: 2.524

Mulliken population analysis, charges in e, atoms 1 to 2: -0.93, 0.19

[4]
The following is a DFT calculation (the ωB97M-V functional and the def2-TZVPD basis) of a molecular structure, C12H22I2N2O3S3ScTi in a non-equilibrium geometry.

```
! RIJCOSX wB97M-V def2-TZVPD def2/J DEFGRID3
* xyz 4 2
I 2.07 -0.19 -2.59
I 0.07 -3.77 -2.19
Ti -0.78 -2.29 -0.37
Sc 0.14 0.69 0.37
S -1.02 -0.36 -1.47
S 1.31 -1.52 0.35
C -0.78 2.63 -0.30
C -2.76 0.28 -2.25
C 2.34 -2.02 1.87
C -3.40 -0.90 -2.99
C -3.56 0.78 -1.07
C -2.20 1.33 -3.20
C 2.49 -3.55 1.83
C 1.62 -1.51 3.10
C 3.65 -1.31 1.52
C -2.83 -2.52 0.01
C -0.99 -3.38 1.49
O -1.24 3.66 -0.60
O -3.93 -2.45 0.38
O -1.18 -3.67 2.61
H -3.70 -1.70 -2.29
H -2.72 -1.34 -3.74
H -4.32 -0.56 -3.52
H -3.78 -0.06 -0.40
H -4.50 1.22 -1.42
H -2.97 1.53 -0.54
H -1.65 2.09 -2.63
H -3.01 1.84 -3.76
H -1.50 0.86 -3.92
H 3.19 -3.89 2.62
H 2.89 -3.88 0.85
H 1.53 -4.06 1.98
H 2.20 -1.71 4.00
H 0.65 -1.99 3.19
H 1.48 -0.43 3.01
H 4.43 -1.49 2.28
H 3.47 -0.23 1.45
H 4.01 -1.65 0.54
N 2.31 4.76 -0.35
C 1.86 4.01 0.69
N 1.31 4.66 1.73
S 2.06 2.28 0.65
H 2.48 5.76 -0.18
H 2.78 4.25 -1.10
H 0.99 4.12 2.54
H 1.47 5.68 1.82
*
```

Values from the calculation:
Expectation value of S²: 0.755
LUMO (spin up / spin down) in eV: -15.5 / -15.5
Strongest force on any atom in eV/Å: 7.8
Orbital gap (spin up / spin down) in eV: 5.66 / 5.36
Highest occupied orbital energy (spin up / spin down) in eV: -21.153 / -20.857

Mulliken population analysis, charges in e, atoms 1 to 2: 0.31, 0.29

[5]
The following is a DFT calculation (the ωB97M-V functional and the def2-TZVPD basis) of 8 unconnected molecules or ions with the total composition C12H40O8 in a non-equilibrium geometry.

```
! RIJCOSX wB97M-V def2-TZVPD def2/J DEFGRID3
* xyz 0 1
C -3.50 -1.81 6.53
C -3.50 -2.27 5.08
O -3.75 -1.15 4.15
H -2.55 -1.29 6.66
H -3.47 -2.58 7.30
H -4.30 -1.10 6.73
H -4.28 -3.02 4.95
H -2.55 -2.73 4.78
H -2.92 -0.68 4.00
C -3.09 5.45 2.08
C -3.78 6.75 1.81
O -3.46 7.50 2.96
H -2.01 5.46 2.23
H -3.27 4.78 1.23
H -3.54 5.00 2.96
H -4.86 6.61 1.79
H -3.50 7.21 0.86
H -3.49 8.40 2.63
C 0.65 -6.71 0.46
C 1.08 -7.71 -0.60
O 0.00 -8.49 -1.13
H 0.15 -5.98 -0.18
H 1.44 -6.25 1.05
H 0.07 -7.16 1.26
H 1.77 -8.45 -0.18
H 1.65 -7.23 -1.40
H -0.40 -9.09 -0.49
C -2.58 -1.42 -4.67
C -2.46 0.07 -4.58
O -3.12 0.47 -3.44
H -2.26 -2.01 -3.82
H -2.02 -1.73 -5.55
H -3.64 -1.63 -4.82
H -2.85 0.51 -5.49
H -1.39 0.28 -4.50
H -2.62 0.19 -2.67
C 3.60 -3.30 -4.85
C 3.99 -2.17 -3.84
O 3.13 -2.30 -2.73
H 2.56 -3.07 -5.09
H 3.66 -4.33 -4.50
H 4.18 -3.28 -5.77
H 3.86 -1.14 -4.18
H 5.07 -2.17 -3.70
H 3.62 -2.78 -2.06
C 2.68 5.17 -1.08
C 3.45 6.09 -0.20
O 3.58 5.39 1.00
H 1.83 4.70 -0.58
H 3.33 4.34 -1.37
H 2.46 5.57 -2.07
H 3.07 7.06 0.15
H 4.35 6.29 -0.78
H 4.15 5.87 1.61
O 4.41 1.12 3.21
H 5.18 0.89 3.73
H 4.40 2.07 3.19
O 0.23 0.60 0.75
H 0.64 0.06 0.08
H 0.95 1.11 1.12
*
```

Values from the calculation:
LUMO in eV: 0.3
Strongest force on any atom in eV/Å: 2.3
Orbital gap in eV: 10.15
Highest occupied orbital energy in eV: -9.874
Energy above the lowest of the compared OMol25 structures with the same formula, charge and spin in eV: 4.264

Mulliken population analysis, charges in e, atoms 1 to 2: -0.90, -0.23

[6]
The following is a DFT calculation (the ωB97M-V functional and the def2-TZVPD basis) of 8 unconnected molecules or ions with the total composition C20H60N12O8 in a non-equilibrium geometry.

```
! RIJCOSX wB97M-V def2-TZVPD def2/J DEFGRID3
* xyz 0 1
C -5.07 -2.99 1.94
O -4.27 -4.13 1.52
C -3.13 -3.83 0.76
C -2.49 -5.21 0.45
C -1.07 -5.09 -0.05
N -3.34 -5.95 -0.47
H -5.80 -2.70 1.18
H -4.57 -2.10 2.32
H -5.64 -3.39 2.79
H -3.44 -3.33 -0.16
H -2.40 -3.20 1.28
H -2.49 -5.71 1.42
H -1.12 -4.45 -0.94
H -0.65 -6.05 -0.33
H -0.47 -4.57 0.69
H -3.81 -6.71 0.01
H -4.08 -5.26 -0.41
C 3.91 3.49 0.27
O 2.54 3.01 0.58
C 1.52 3.37 -0.24
C 0.21 3.58 0.62
C -0.99 4.18 -0.08
N 0.46 4.52 1.67
H 4.30 3.13 -0.68
H 4.65 3.34 1.06
H 3.95 4.58 0.21
H 1.76 4.26 -0.83
H 1.36 2.57 -0.96
H -0.10 2.67 1.13
H -0.80 5.21 -0.37
H -1.90 4.25 0.50
H -1.17 3.71 -1.05
H 1.12 4.09 2.30
H -0.23 4.77 2.36
C 5.13 -4.17 -1.52
O 4.88 -4.75 -0.23
C 3.49 -4.51 0.15
C 3.34 -4.61 1.69
C 1.90 -4.61 2.17
N 4.14 -3.63 2.39
H 4.77 -3.15 -1.56
H 4.66 -4.89 -2.19
H 6.19 -4.09 -1.75
H 3.13 -3.54 -0.19
H 2.87 -5.35 -0.14
H 3.78 -5.52 2.08
H 1.41 -3.70 1.83
H 1.93 -4.70 3.25
H 1.26 -5.43 1.83
H 5.07 -3.92 2.11
H 3.98 -2.73 1.97
C -2.47 0.94 -0.23
O -1.18 0.81 0.42
C -0.63 -0.45 0.37
C -0.18 -0.86 -1.14
C 0.81 -2.04 -1.13
N 0.57 0.25 -1.72
H -3.21 0.31 0.27
H -2.60 0.74 -1.29
H -2.74 1.98 -0.06
H 0.30 -0.38 0.93
H -1.23 -1.25 0.79
H -1.10 -1.13 -1.67
H 0.35 -2.95 -0.73
H 1.74 -1.84 -0.59
H 0.99 -2.27 -2.18
H 0.93 0.72 -0.90
H -0.10 0.86 -2.17
N -5.05 4.68 0.42
C -4.82 5.89 0.77
N -5.56 6.76 0.21
O -3.90 6.18 1.51
H -5.76 4.54 -0.29
H -4.63 3.89 0.89
H -6.35 6.53 -0.37
H -5.45 7.74 0.41
N 3.91 0.55 -2.20
C 3.96 1.46 -3.14
N 2.74 1.83 -3.44
O 5.06 1.96 -3.48
H 3.02 0.12 -1.99
H 4.78 0.34 -1.75
H 2.73 2.71 -3.94
H 1.97 1.25 -3.16
N 0.28 1.09 3.31
C -0.67 1.60 4.10
N -0.25 1.99 5.26
O -1.81 1.62 3.83
H 1.25 1.08 3.59
H 0.02 0.97 2.34
H 0.75 1.94 5.39
H -0.77 2.72 5.72
N 0.06 1.78 -4.63
C -0.96 2.25 -4.02
N -0.80 3.52 -3.79
O -1.97 1.65 -3.82
H -0.02 0.85 -5.01
H 0.85 2.38 -4.81
H -1.61 3.90 -3.34
H 0.09 3.99 -3.94
*
```

Values from the calculation:
LUMO in eV: 0.3
Strongest force on any atom in eV/Å: 6.7
Orbital gap in eV: 9.00
Highest occupied orbital energy in eV: -8.707
Energy above the lowest of the compared OMol25 structures with the same formula, charge and spin in eV: 5.827

Mulliken population analysis, charges in e, atoms 1 to 2: -0.78, -0.37